ORCA calculation (ωB97M-V with the def2-TZVPD basis set) on a gas-phase ion, C12H14N3 (charge +1).

The value obtained for the HOMO-LUMO gap is 8.4 eV. The HOMO energy comes out at -12.29 eV. The calculation puts the LUMO energy at -3.911 eV. As for the total charge: +1. The calculation puts the relative energy (zero: lowest compared OMol25 entry of this formula, charge and spin) at 0.419 eV.

```
29
Properties=species:S:1:pos:R:3:nbo_charge:R:1
C -4.6150 -0.2235 -0.1258 -0.234
C -4.0947 -1.5166 -0.0953 -0.106
C -3.7723 0.8595 -0.0655 -0.111
C -2.7349 -1.7294 0.0022 -0.249
C -2.3779 0.6646 0.0228 -0.247
C -1.8549 -0.6516 0.0608 0.240
C -1.5313 1.7656 0.0658 0.620
C 0.3370 0.2076 0.1545 0.310
C 3.7858 0.6810 -0.4832 -0.410
C 3.8518 -0.7284 0.1033 -0.410
C 2.5138 1.2304 0.1518 -0.204
C 2.3877 -1.1690 0.1384 -0.252
N -1.3683 2.9406 0.0643 -0.541
N 1.6209 0.0805 0.1744 -0.383
N -0.4924 -0.8457 0.1395 -0.596
H -5.6802 -0.0740 -0.1983 0.243
H -4.7586 -2.3646 -0.1514 0.239
H -4.1562 1.8672 -0.0890 0.239
H -2.3462 -2.7363 0.0280 0.230
H 4.6596 1.2787 -0.2401 0.239
H 3.6792 0.6404 -1.5676 0.214
H 4.4608 -1.4019 -0.4950 0.239
H 4.2642 -0.6959 1.1116 0.219
H 2.7096 1.5596 1.1779 0.206
H 2.0629 2.0517 -0.4038 0.218
H 2.1222 -1.7247 -0.7659 0.210
H 2.1608 -1.7848 1.0123 0.217
H -0.6518 3.6345 0.1102 0.455
H -0.1816 -1.8154 0.1634 0.405
```

ORCA calculation (ωB97M-V with the def2-TZVPD basis set) on C12H14N4O4S2 in the gas phase.

The value obtained for the HOMO-LUMO gap is 7.3 eV. The HOMO energy comes out at -7.94 eV. The calculation puts the LUMO energy at -0.635 eV. The calculation puts the relative energy (zero: lowest compared OMol25 entry of this formula, charge and spin) at 12.561 eV. The SMILES is COC(=O)NC(=S)Nc1ccccc1NC(=S)NC(=O)OC.

```
36
Properties=species:S:1:pos:R:3:nbo_charge:R:1
C -1.1204 -4.7616 -0.3662 -0.242
O -1.0737 -4.0176 0.8414 -0.512
C -0.7572 -2.7108 0.8221 0.875
O -0.7881 -1.9439 -0.1280 -0.658
N -0.6415 -2.4007 2.0195 -0.612
C -0.5400 -1.0762 2.4650 0.341
S -0.1571 -0.7925 4.1489 -0.281
N -0.6796 -0.0878 1.6717 -0.582
C -0.7064 1.1129 1.6671 0.095
C -1.3037 1.8095 2.7795 -0.177
C -1.6060 3.3804 3.0302 -0.166
C -1.1250 3.9382 1.8878 -0.187
C -0.8126 3.4467 0.6769 -0.257
C -0.3632 2.1421 0.6571 0.186
N 0.0565 1.5949 -0.3705 -0.610
C -0.1323 1.8258 -1.7410 0.226
S -1.4876 2.5610 -2.2754 -0.069
N 0.7513 1.1417 -2.7036 -0.610
C 1.6658 0.4114 -2.5608 0.882
O 2.3345 -0.0002 -1.4893 -0.730
O 2.4197 0.0380 -3.6780 -0.559
C 3.7322 -0.6246 -3.5842 -0.167
H -1.2886 -5.8723 -0.1183 0.203
H -0.4516 -4.6754 -1.0698 0.184
H -2.1866 -4.3735 -0.7692 0.183
H -0.3466 -3.2791 2.7875 0.484
H -0.7948 -0.3399 0.6847 0.449
H -1.4738 1.2106 3.8169 0.235
H -1.9390 3.7064 3.8330 0.187
H -1.3471 4.9793 1.8786 0.192
H -0.4162 4.0801 -0.0647 0.226
H 0.9262 0.8562 -0.3426 0.458
H 0.3927 1.2203 -3.6982 0.458
H 3.1586 -1.7934 -3.3057 0.177
H 4.2406 -0.1679 -2.8794 0.197
H 3.8609 -0.5380 -4.5229 0.180
```

ORCA calculation (ωB97M-V with the def2-TZVPD basis set) on a gas-phase ion, C12H14NO2 (charge -1).

The value obtained for the HOMO-LUMO gap is 7.4 eV. The HOMO energy comes out at -4.25 eV. The calculation puts the LUMO energy at 3.201 eV. As for the total charge: -1. The calculation puts the relative energy (zero: lowest compared OMol25 entry of this formula, charge and spin) at 0.733 eV. The SMILES is C=C(C)c1ccccc1N[C@@H](C)C(=O)[O-].

```
29
Properties=species:S:1:pos:R:3:nbo_charge:R:1
C 0.1533 1.6305 1.6804 -0.402
C 0.8921 1.2987 0.6252 0.010
C 1.5913 2.3575 -0.1875 -0.636
C 1.1273 -0.1099 0.2713 -0.190
C 2.4317 -0.5200 0.0144 -0.168
C 2.7719 -1.8461 -0.1699 -0.299
C 1.7766 -2.8104 -0.0877 -0.204
C 0.4731 -2.4326 0.1259 -0.277
C 0.0922 -1.0830 0.2765 0.309
N -1.2208 -0.8169 0.4557 -0.639
C -1.9993 0.2958 -0.0147 -0.165
C -1.6767 0.6713 -1.4586 -0.617
C -3.5286 -0.2000 0.0346 0.775
O -3.6613 -1.4228 0.1965 -0.783
O -4.3750 0.6826 -0.0951 -0.759
H -0.3053 0.8815 2.3023 0.210
H -0.0093 2.6587 1.9638 0.185
H 1.1706 3.3377 0.0279 0.210
H 1.4944 2.1590 -1.2539 0.213
H 2.6555 2.3855 0.0506 0.204
H 3.2188 0.2228 -0.0015 0.193
H 3.8004 -2.1276 -0.3497 0.195
H 2.0202 -3.8581 -0.2103 0.197
H -0.3071 -3.1815 0.1699 0.204
H -1.8625 -1.6260 0.4517 0.429
H -1.9019 1.1773 0.6301 0.195
H -0.6605 1.0550 -1.5609 0.184
H -2.3809 1.4298 -1.7929 0.224
H -1.7803 -0.2087 -2.0940 0.202
```

ORCA calculation (ωB97M-V with the def2-TZVPD basis set) on a gas-phase ion, C12H14NO2 (charge +1).

The value obtained for the HOMO-LUMO gap is 9.1 eV. The HOMO energy comes out at -12.82 eV. The calculation puts the LUMO energy at -3.702 eV. As for the total charge: +1. The calculation puts the relative energy (zero: lowest compared OMol25 entry of this formula, charge and spin) at 3.310 eV. The SMILES is CO[N@+]1(C[C@H]2CO2)C=Cc2ccccc21.

```
29
Properties=species:S:1:pos:R:3:nbo_charge:R:1
C -1.6623 -1.9313 -1.7297 -0.303
O -0.6148 -0.9449 -1.8701 -0.344
N 0.1349 -0.7267 -0.7080 0.032
C 1.4190 0.0417 -1.2924 -0.207
C 2.1816 0.8400 -0.2788 -0.008
C 2.8768 2.1171 -0.5276 -0.078
O 1.6847 2.0452 0.1661 -0.477
C 0.5578 -1.8714 0.0889 -0.108
C 0.2447 -1.7313 1.3451 -0.130
C -0.5111 -0.4124 1.6314 0.008
C -1.0367 0.1855 2.7450 -0.228
C -1.6905 1.3880 2.5823 -0.142
C -1.9465 1.8034 1.2217 -0.173
C -1.3024 1.2282 0.1171 -0.197
C -0.5789 0.0937 0.2974 0.077
H -1.8110 -2.4734 -2.7114 0.243
H -2.6486 -1.3180 -1.4214 0.223
H -1.2312 -2.7078 -1.0285 0.206
H 2.0914 -0.6772 -1.8598 0.257
H 1.0229 0.6893 -2.0246 0.243
H 2.4830 0.2336 0.6478 0.204
H 3.7791 2.5063 0.1247 0.222
H 2.8524 2.5218 -1.5768 0.198
H 0.9842 -2.6953 -0.3871 0.250
H 0.4859 -2.4014 2.1746 0.260
H -1.0443 -0.1606 3.8230 0.255
H -2.1310 1.8302 3.4097 0.233
H -2.4201 2.7879 1.0782 0.240
H -1.4244 1.7063 -0.8852 0.246
```

ORCA calculation (ωB97M-V with the def2-TZVPD basis set) on a molecular structure, C12H14O2.

The value obtained for the HOMO-LUMO gap is 8.8 eV. The HOMO energy comes out at -8.75 eV. The calculation puts the LUMO energy at 0.052 eV. The calculation puts the relative energy (zero: lowest compared OMol25 entry of this formula, charge and spin) at 7.501 eV.

```
28
Properties=species:S:1:pos:R:3:nbo_charge:R:1
C 0.3994 -1.5735 2.3385 -0.059
C 0.8580 -0.8750 0.9542 -0.239
C 1.1415 0.6440 1.3546 -0.510
C 1.4746 1.5132 0.2470 0.022
C 1.1380 2.3464 -0.6567 -0.024
C 0.5477 3.2941 -1.6148 -0.222
C -0.6107 3.0547 -2.2260 -0.215
C -1.2694 1.8220 -1.6549 -0.023
C -1.5081 0.8402 -0.9355 -0.026
C -1.4859 -0.2243 0.1137 -0.509
C -0.4217 -1.1956 0.0471 -0.267
C -0.0102 -1.2924 -1.4747 -0.052
H 1.5717 -3.2837 2.3449 0.465
H 0.8187 -0.9816 3.3194 0.171
H -0.7263 -1.3239 2.3742 0.185
H 1.7673 -1.3719 0.4466 0.235
H 1.8919 0.6918 2.3095 0.248
H 0.2406 1.3022 1.7935 0.256
H 1.1648 4.0153 -2.1132 0.230
H -0.8995 3.4177 -3.1763 0.238
H -1.5878 0.2393 1.0624 0.244
H -2.5054 -0.9116 0.2478 0.239
H -0.9591 -2.1705 0.2903 0.236
H 0.3522 -0.1369 -1.7587 0.165
H 0.7380 -2.0228 -1.5784 0.181
H -1.8975 -1.0159 -2.1928 0.458
O 0.6999 -3.0825 2.5561 -0.735
O -0.9227 -1.7190 -2.4181 -0.692
```

ORCA calculation (ωB97M-V with the def2-TZVPD basis set) on a gas-phase ion, C12H15BF3N2O5 (charge +1).

The value obtained for the HOMO-LUMO gap is 7.2 eV. The HOMO energy comes out at -12.20 eV. The calculation puts the LUMO energy at -4.959 eV. As for the total charge: +1. The SMILES is COB(O)c1[nH+]cc(CCO)c(CCC(F)=C(F)F)c1ON=O.

```
38
Properties=species:S:1:pos:R:3:nbo_charge:R:1
C -4.3367 -0.7532 0.3469 -0.291
O -4.4971 -0.9857 -1.0834 -0.734
B -3.5798 -0.0864 -1.7771 1.153
O -4.1012 0.9169 -2.6486 -0.863
C -1.9919 -0.3060 -1.4390 -0.091
N -1.4750 -1.6471 -1.7142 -0.464
C -0.1136 -2.0143 -1.4342 0.087
C 0.8926 -0.9864 -0.8195 -0.010
C 2.3809 -1.4523 -0.4809 -0.479
C 3.4994 -0.9353 -1.5232 -0.065
O 4.0884 0.3062 -1.0718 -0.725
C 0.4216 0.4605 -0.5216 0.109
C 1.2842 1.6408 0.1064 -0.481
C 2.0867 1.2752 1.4412 -0.466
C 1.2372 0.5371 2.5688 0.219
F -0.1083 0.0989 2.4657 -0.325
C 1.8834 0.3362 3.8308 0.686
F 1.2310 0.4304 5.0771 -0.292
F 3.2865 0.0680 3.9059 -0.313
C -1.0844 0.7994 -0.8509 0.280
O -1.6629 2.0941 -0.6332 -0.383
N -2.3437 2.0923 0.5804 0.379
O -2.3316 3.2323 0.9378 -0.203
H -4.4075 0.3750 0.5739 0.186
H -5.1880 -1.2755 0.9284 0.231
H -3.3593 -1.1914 0.7820 0.186
H -4.9801 1.1724 -2.2606 0.519
H -2.1064 -2.3654 -2.0932 0.458
H 0.1905 -3.0904 -1.6836 0.262
H 2.6059 -1.2222 0.6124 0.251
H 2.3803 -2.6083 -0.5641 0.237
H 4.3435 -1.7266 -1.4981 0.195
H 3.0557 -0.8736 -2.5756 0.208
H 4.6825 0.1159 -0.3144 0.478
H 2.0316 2.0468 -0.6623 0.293
H 0.5869 2.5264 0.3620 0.254
H 3.0737 0.7132 1.2297 0.250
H 2.4254 2.2819 1.9002 0.263
```

ORCA calculation (ωB97M-V with the def2-TZVPD basis set) on a molecular structure, C12H15BeF9NNaO9.

The value obtained for the HOMO-LUMO gap is 4.8 eV. The HOMO energy comes out at -15.98 eV. The calculation puts the LUMO energy at -11.143 eV. As for the total charge: +2. The calculation puts the relative energy (zero: lowest compared OMol25 entry of this formula, charge and spin) at 0.000 eV.

```
48
Properties=species:S:1:pos:R:3:nbo_charge:R:1
Na 0.8519 2.8226 0.9893 0.973
Be 2.3725 -0.0127 -2.1477 1.749
N 0.8199 0.5740 -0.2699 0.748
O 0.3867 0.0045 -1.2860 -0.568
O 1.9982 0.5785 -0.0575 -0.542
O 0.0408 1.1686 0.4351 -0.475
C -2.6355 0.4378 2.6767 -0.632
C -2.0642 1.6932 2.1345 -0.079
O -2.4413 1.7934 0.7472 -0.460
C -1.8747 2.6970 -0.0735 0.744
O -0.9822 3.4960 0.3000 -0.691
C -2.3684 2.6784 -1.5666 0.916
F -3.2830 1.7330 -1.6294 -0.277
F -2.9012 3.8527 -1.8578 -0.278
F -1.3403 2.5868 -2.3297 -0.300
H -2.0870 -0.4430 2.3430 0.211
H -3.6694 0.3100 2.3562 0.244
H -2.5398 0.4478 3.7625 0.250
H -0.9985 1.4653 2.1550 0.159
H -2.2759 2.5707 2.7454 0.229
C 0.4424 -1.1768 1.2596 -0.641
C 1.8466 -1.0740 1.9545 -0.088
O 1.7831 -1.3554 3.3598 -0.494
C 2.9279 -1.0270 4.0419 0.698
O 3.7723 -0.2769 3.6369 -0.534
C 3.0941 -1.7214 5.4156 0.906
F 3.1228 -0.8254 6.3985 -0.295
F 2.1357 -2.5697 5.6913 -0.289
F 4.2587 -2.3502 5.3776 -0.290
H -0.2029 -0.3143 1.4267 0.207
H -0.0267 -2.1371 1.4736 0.256
H 0.6520 -1.2173 0.1907 0.175
H 2.2651 -0.0954 1.7194 0.188
H 2.4231 -1.9160 1.5714 0.199
C -1.6918 -0.3332 -2.4130 -0.600
C -0.9245 0.3988 -3.5361 -0.111
O -0.3721 -0.4467 -4.4985 -0.366
C 0.7757 -1.1694 -4.2529 0.802
O 1.3881 -1.1151 -3.1938 -0.822
C 1.0113 -2.2825 -5.2357 0.895
F 0.2372 -2.2539 -6.3742 -0.265
F 2.3061 -2.2101 -5.5710 -0.291
F 0.9122 -3.4543 -4.6640 -0.257
H -1.0032 -1.1121 -2.0855 0.205
H -2.6387 -0.8160 -2.6547 0.249
H -1.7915 0.3138 -1.5415 0.217
H -0.1836 0.9064 -2.9186 0.179
H -1.5279 1.1765 -4.0044 0.245
```